1.
Molecular formula: C10H14BClN6W
Method: DFT, the ωB97M-V functional and the def2-TZVPD basis

Geometry as XYZ:
```
33
Properties=species:S:1:pos:R:3:forces:R:3
C -0.3007 3.4058 0.8397 0.315 1.116 -0.903
N -0.2194 2.1084 0.3965 0.002 -1.863 0.131
N 0.1380 2.1395 -0.9639 -0.154 0.139 -0.285
C 0.2551 3.4186 -1.3278 0.076 -1.365 -0.121
C -0.0235 4.2417 -0.2341 -0.439 0.165 1.673
B 0.3101 0.8143 -1.7697 -1.047 0.730 -0.145
N 1.3374 -0.0567 -0.9740 2.430 -1.192 -0.969
N 1.1083 -0.4289 0.3622 2.171 -1.957 1.064
C 2.1116 -1.2898 0.7235 -2.646 1.606 0.656
C 2.9841 -1.4365 -0.3622 1.336 -0.872 -0.013
C 2.4633 -0.6514 -1.3949 -2.299 2.010 -0.970
W -0.5821 0.3451 1.2329 -1.923 0.938 0.263
N -1.0540 0.0567 -1.6412 -0.196 0.168 -0.317
N -1.5846 -0.2479 -0.3683 1.174 0.237 0.602
C -2.6692 -1.0784 -0.5604 -0.170 -0.213 -1.543
C -2.8398 -1.2592 -1.9328 -0.307 -0.058 1.738
C -1.8160 -0.5381 -2.5654 0.747 0.533 1.116
H -3.1982 -1.4563 0.2999 -0.322 -0.104 -0.057
H -1.5719 -0.4145 -3.6033 -0.016 -0.117 -0.457
H -3.6006 -1.8365 -2.4156 -0.356 -0.236 -0.165
H 0.6301 0.9940 -2.9146 -0.020 -0.136 0.534
H 2.8135 -0.4739 -2.4061 0.170 -0.136 -0.038
H 0.5397 3.6425 -2.3473 0.048 0.277 -0.045
H 3.8799 -2.0343 -0.4078 0.292 -0.227 0.068
H -0.0267 5.3204 -0.2346 0.005 0.135 0.059
H 2.1093 -1.7345 1.7053 0.229 -0.221 0.282
H -0.5599 3.5958 1.8715 -0.019 0.291 0.005
H 0.3965 -2.1406 3.1302 0.125 0.756 -0.266
C 0.2343 -3.1292 3.5791 -0.380 -0.452 -0.197
H 0.5337 -3.8954 2.8575 -0.011 0.046 0.221
H 0.8267 -3.1803 4.4916 -0.063 -0.003 -0.058
H -0.8368 -3.2208 3.7876 0.274 -0.069 0.087
Cl -1.7883 0.4207 3.1466 0.974 0.075 -1.950
```
Forces are in eV/Å.

As for the HOMO-LUMO gap (spin up / spin down): 6.118 / 4.642 eV. The spin multiplicity is 3. The value obtained for the LUMO energy (spin up / spin down) is -18.2 / -19.6 eV. Its expectation value of S² is 2.01. As for the total charge: +4.

How is the electron density shared among the atoms? According to natural (NBO), the charges in e are: 0.06 -0.36 -0.34 0.23 -0.19 0.49 -0.21 -0.44 0.19 0.05 0.16 1.90 -0.33 -0.36 0.06 -0.19 0.22 0.30 0.31 0.33 0.09 0.33 0.31 0.33 0.33 0.32 0.30 0.09 -0.82 0.24 0.28 0.25 0.08

2.
Molecular formula: C10H14BF4NO4PRhSTe
Method: DFT, the ωB97M-V functional and the def2-TZVPD basis

Geometry as XYZ:
```
38
Properties=species:S:1:pos:R:3:forces:R:3
Rh -0.3307 1.7261 0.2220 0.515 1.057 -0.070
S -1.1259 1.1148 -2.0016 -0.153 -0.302 -0.164
C -0.1072 2.4794 -2.3512 1.544 1.346 -0.084
C 0.3147 3.0144 -3.5652 0.521 0.910 0.590
C 1.1415 4.1762 -3.5164 -0.102 -0.727 -0.738
C 1.6410 4.7062 -2.3442 -0.558 0.093 1.105
C 1.2459 4.0703 -1.1647 -0.844 -0.548 0.068
N 0.3971 3.0310 -1.2034 0.306 0.252 -1.483
H 0.0352 2.5410 -4.4886 -0.146 0.156 -0.271
H 1.4638 4.6713 -4.4284 -0.266 -0.296 -0.133
H 2.2168 5.6397 -2.2707 -0.148 -0.686 -0.317
H 1.4930 4.3442 -0.1391 0.310 0.310 -0.511
F 1.4526 5.1894 1.9203 -0.117 -0.841 0.426
B 1.0310 3.9045 2.2956 -0.951 0.873 -1.770
F 1.8578 2.9151 1.7980 0.475 -0.407 -0.017
F -0.2645 3.6760 1.3687 0.588 0.450 1.030
F 0.6670 3.7445 3.5713 -0.119 -0.011 0.522
O -1.0448 0.7158 2.9931 0.480 1.613 -5.180
C -0.9204 1.0635 1.8667 -1.542 -2.875 7.194
C -0.9377 -4.8553 -2.2059 0.591 0.079 0.133
C -1.0896 -3.5926 -1.3787 0.105 -0.209 -0.321
O 0.1283 -3.3486 -0.6059 -0.320 1.686 0.437
P -0.0051 -2.0576 0.4112 0.299 -2.359 0.651
O -1.3357 -1.4682 0.5745 -0.471 -0.295 0.036
Te 1.3797 -0.2294 -0.4001 0.793 -0.255 -0.320
O 0.6623 -2.7310 1.7125 -0.387 0.719 -0.370
C 0.0785 -2.6426 3.0824 1.173 0.273 -0.321
C -1.0105 -3.6596 3.2643 -0.017 0.580 0.262
H -1.8688 -5.1139 -2.6929 -0.428 -0.057 0.203
H -0.5748 -5.7024 -1.6063 -0.215 0.284 -0.138
H -0.2516 -4.6940 -3.0297 0.395 0.032 -0.010
H -1.8788 -3.6983 -0.6555 -0.511 -0.011 0.128
H -1.3104 -2.7328 -2.0257 0.097 -0.128 0.210
H -0.2503 -1.6071 3.2505 -0.013 -0.433 -0.053
H 0.9592 -2.8490 3.7370 -0.737 0.193 -0.507
H -1.8239 -3.4868 2.5797 -0.391 0.173 -0.170
H -1.3637 -3.5938 4.2863 -0.275 0.152 0.222
H -0.6711 -4.6604 3.1403 0.521 -0.790 -0.271
```
Forces are in eV/Å.

The calculation puts the energy above the lowest of the compared OMol25 structures with the same formula, charge and spin at 0.0000 eV. As for the HOMO-LUMO gap (spin up / spin down): 8.076 / 6.057 eV. The spin multiplicity is 5. The value obtained for the LUMO energy (spin up / spin down) is 0.0 / -3.2 eV. Its expectation value of S² is 6.02.

How is the electron density shared among the atoms? According to Löwdin, the charges in e are: 0.68 0.60 -0.77 -0.06 -0.05 -0.04 -0.07 -0.15 0.10 0.11 0.12 0.10 0.12 -1.16 0.10 -0.16 0.21 0.09 -0.23 -0.07 -0.27 -0.27 0.18 -0.36 0.91 -0.28 -0.21 -0.07 0.08 0.09 0.07 0.10 0.12 0.09 0.13 0.07 0.08 0.07

3.
Molecular formula: C10H14BF5N6OReTe
Method: DFT, the ωB97M-V functional and the def2-TZVPD basis

Geometry as XYZ:
```
39
Properties=species:S:1:pos:R:3:forces:R:3
C 2.4852 -0.3435 0.5705 -3.416 0.000 0.623
N 1.2420 -0.3073 0.0203 3.141 0.102 1.413
N 1.4099 -0.0902 -1.3386 3.274 0.099 -0.895
C 2.7310 -0.1199 -1.6348 -3.298 0.315 -1.279
C 3.4284 -0.2469 -0.4436 2.650 -0.124 0.350
B 0.2442 0.1556 -2.3229 -0.561 0.191 -1.262
N -0.6723 -1.1057 -2.0030 0.274 0.401 -0.228
N -0.9955 -1.5978 -0.7447 0.725 0.329 2.041
C -1.7940 -2.6837 -0.9169 -0.389 -1.035 -0.781
C -1.8264 -2.9910 -2.2682 -1.110 -1.437 1.107
C -1.1007 -2.0091 -2.9163 0.437 1.520 0.604
Re -0.3479 -1.2450 1.3123 -0.012 0.717 -2.175
N -0.3386 1.6347 -2.1548 0.071 0.729 -1.736
N -0.7810 1.9134 -0.9039 -0.378 0.692 2.106
C -1.0692 3.1899 -0.8032 0.116 -0.613 0.345
C -0.8876 3.8092 -2.0709 -0.580 0.873 1.458
C -0.4188 2.7819 -2.9051 0.973 -3.666 -0.639
H -1.3472 3.6165 0.1581 -0.182 0.033 -0.428
H -0.1561 2.7828 -3.9568 0.004 0.150 0.039
H -1.0817 4.8405 -2.2953 0.015 0.295 -0.361
H 0.6306 0.0411 -3.4616 -0.047 -0.037 0.521
H -0.8686 -1.8829 -3.9677 -0.081 0.009 0.039
H 3.1026 -0.0684 -2.6451 0.011 0.199 -0.213
H -2.3236 -3.8426 -2.7257 0.067 0.191 0.076
H 4.5019 -0.2801 -0.3115 0.134 0.017 -0.096
H -2.2685 -3.1635 -0.0490 0.241 0.055 -0.745
H 2.6490 -0.4215 1.6460 0.035 -0.100 -0.424
H -2.5553 -1.3458 2.5860 -0.093 0.090 -0.001
C -1.7200 -2.0594 2.4619 -0.749 -0.147 0.097
H -2.1774 -2.9957 2.1149 0.109 -0.239 0.084
H -1.1791 -0.0718 0.7670 -0.972 1.581 -0.077
H -1.3065 -2.2198 3.4678 0.143 -0.246 0.177
F 0.6900 1.7573 5.9862 0.695 -0.941 -4.567
Te 0.7741 1.0680 4.0663 -0.757 0.742 3.444
F -1.1261 0.8758 4.1248 2.128 0.418 -0.123
F 0.4588 2.5592 2.7973 0.970 -2.538 2.319
F 2.6826 0.9061 3.5012 -3.465 0.602 0.981
F 0.9022 -0.6831 4.8143 0.147 2.049 -0.908
O 0.4096 -0.1572 2.4447 -0.270 -1.275 -0.886
```
Forces are in eV/Å.

The calculation puts the energy above the lowest of the compared OMol25 structures with the same formula, charge and spin at 2.2420 eV. As for the HOMO-LUMO gap (spin up / spin down): 5.480 / 5.375 eV. The spin multiplicity is 4. The value obtained for the LUMO energy (spin up / spin down) is -17.7 / -18.0 eV. Its expectation value of S² is 4.00. As for the total charge: +4.

How is the electron density shared among the atoms? According to natural (NBO), the charges in e are: 0.07 -0.33 -0.23 0.14 0.05 0.53 -0.33 -0.28 0.02 -0.21 0.21 1.66 -0.34 -0.19 -0.03 0.03 0.20 0.28 0.29 0.30 0.04 0.30 0.31 0.33 0.31 0.28 0.29 0.34 -1.02 0.33 0.23 0.35 -0.37 3.21 -0.52 -0.49 -0.49 -0.51 -0.73

4.
Molecular formula: C10H14BFeN7O3
Method: DFT, the ωB97M-V functional and the def2-TZVPD basis

Geometry as XYZ:
```
36
Properties=species:S:1:pos:R:3:forces:R:3
H 1.4853 2.2963 1.5208 0.063 0.175 0.096
N 1.2899 1.0700 -0.2261 -4.907 4.321 -0.625
B 0.2463 0.0883 -2.3689 -1.275 0.188 -0.954
N 0.6062 1.2276 -1.4144 0.709 1.587 0.663
C 0.2457 2.5197 -1.5300 0.306 -0.757 0.625
Fe 2.5461 0.0567 0.3855 3.364 -0.828 3.293
H -0.1761 2.9408 -2.4406 -0.096 -0.438 0.330
C 0.5613 3.1692 -0.3412 0.008 0.809 0.498
H 0.4010 4.2181 -0.1364 -0.096 -0.190 0.082
C 1.1476 2.2373 0.4979 -0.135 -0.189 -1.933
H 0.4092 0.4621 -3.5361 -0.023 -0.228 0.720
C -0.6002 -0.8990 3.9110 0.706 -0.155 -1.686
H 0.4492 -0.6110 4.0450 -0.303 -0.091 0.328
H -0.6769 -1.9626 3.6759 0.010 0.014 0.076
H -0.9925 -0.3367 3.0558 -0.030 -0.092 -0.001
N -1.3276 -0.3071 -2.3279 0.199 -0.197 0.499
N 1.3403 -0.9656 -2.0495 1.005 -1.098 0.429
N -2.0818 -0.8394 -1.2829 0.218 -0.109 -0.673
N 2.0126 -1.1330 -0.8291 -1.463 -4.331 -2.744
C -2.1372 -0.1103 -3.4138 -0.585 -0.400 0.402
C 1.6075 -2.0298 -2.8155 -0.246 0.551 0.893
H -1.7388 0.2965 -4.3394 -0.171 -0.108 0.276
H 1.2036 -2.1393 -3.8076 -0.092 0.190 -0.013
C -3.4224 -0.5367 -3.0832 0.912 0.001 0.204
C 2.3517 -2.9393 -2.0881 -0.069 -0.524 0.101
C -3.3367 -1.0100 -1.7510 1.794 0.765 -0.382
C 2.5229 -2.4113 -0.8262 -0.870 1.053 -1.658
H -4.2994 -0.5407 -3.6934 -0.159 0.077 -0.306
H 2.6052 -3.8998 -2.4614 0.310 -0.586 0.044
H -4.1227 -1.4616 -1.1470 0.429 0.257 -0.035
H 2.8037 -2.9041 0.0749 0.700 0.012 0.466
H -1.1803 -0.6428 4.7518 -0.356 0.318 1.152
O 0.5748 0.6331 6.3392 -0.209 0.480 0.286
N 0.0613 1.7728 6.5190 -0.007 0.192 -0.788
O 0.7853 2.7424 6.8408 -0.251 -0.425 0.052
O -1.1641 1.9493 6.2919 0.611 -0.245 0.283
```
Forces are in eV/Å.

The calculation puts the energy above the lowest of the compared OMol25 structures with the same formula, charge and spin at 0.0788 eV. As for the HOMO-LUMO gap (spin up / spin down): 2.650 / 2.406 eV. The spin multiplicity is 5. The value obtained for the LUMO energy (spin up / spin down) is -3.5 / -3.7 eV. Its expectation value of S² is 6.02.

How is the electron density shared among the atoms? According to natural (NBO), the charges in e are: 0.25 -0.48 0.56 -0.30 0.09 1.45 0.25 -0.31 0.26 -0.02 -0.03 -0.84 0.21 0.19 0.19 -0.38 -0.30 -0.29 -0.50 -0.04 0.09 0.22 0.25 -0.36 -0.32 -0.04 0.00 0.23 0.25 0.22 0.24 0.26 -0.59 0.70 -0.55 -0.56

5.
Molecular formula: C10H14BN2
Method: DFT, the ωB97M-V functional and the def2-TZVPD basis

Geometry as XYZ:
```
27
Properties=species:S:1:pos:R:3:forces:R:3
B -1.1408 1.5887 -0.0629 -0.674 -1.987 -0.696
C 2.2525 -2.0623 0.2306 0.015 0.297 -0.051
C 3.3128 -1.1502 0.1182 -0.118 0.141 0.017
C 0.9690 -1.6086 0.1526 0.112 0.001 0.050
C 3.0084 0.1726 0.0091 0.589 -0.355 0.044
C 0.6515 -0.2406 -0.0490 0.803 0.026 0.249
C -2.6222 -2.1748 -0.2555 -0.500 -0.145 0.555
C -0.6470 0.2590 -0.2179 -0.795 -0.334 -0.245
C -1.5776 -1.9251 -0.9987 0.079 2.501 0.650
C -2.0178 2.8384 -0.0135 0.165 0.133 0.139
C 1.5117 2.0452 -0.0964 -0.244 0.416 -0.095
N -3.0947 -1.4739 0.7939 -0.067 0.112 -0.016
N 1.7350 0.6242 -0.0450 -0.314 -0.569 -0.001
H 2.4518 -3.1121 0.3764 0.000 -0.116 0.026
H 4.3388 -1.4747 0.1427 0.115 0.062 0.015
H 0.1405 -2.2923 0.2380 0.113 0.039 0.057
H 3.7826 0.9237 -0.0360 -0.039 0.062 -0.002
H -3.1578 -3.1025 -0.4728 0.144 0.000 -0.117
H -2.6005 -0.6328 1.0526 0.036 -0.048 0.004
H -1.0807 -2.0818 -1.9179 0.246 -0.002 -0.510
H -1.4508 3.7670 -0.0756 0.115 0.041 -0.035
H -2.6281 2.9019 0.8878 0.067 -0.102 0.087
H -2.7006 2.8361 -0.8657 0.045 -0.101 -0.103
H 2.4586 2.5777 -0.0514 -0.068 -0.044 0.015
H 0.9859 2.3111 -1.0164 0.070 0.003 -0.068
H 0.8917 2.3537 0.7529 0.105 0.005 0.090
H -3.7721 -1.8677 1.4200 0.001 -0.036 -0.057
```
Forces are in eV/Å.

The calculation puts the energy above the lowest of the compared OMol25 structures with the same formula, charge and spin at 0.7098 eV. As for the HOMO-LUMO gap (spin up / spin down): 7.080 / 7.078 eV. The spin multiplicity is 1. The value obtained for the LUMO energy (spin up / spin down) is -4.5 / -4.5 eV. As for the total charge: +1.

How is the electron density shared among the atoms? According to natural (NBO), the charges in e are: 0.92 -0.11 -0.26 -0.24 0.08 0.23 -0.07 -0.79 0.00 -1.10 -0.41 -0.78 -0.31 0.24 0.25 0.25 0.23 0.27 0.42 0.23 0.28 0.28 0.29 0.24 0.24 0.22 0.41

6.
Molecular formula: C10H14BN7O2Zr
Method: DFT, the ωB97M-V functional and the def2-TZVPD basis

Geometry as XYZ:
```
35
Properties=species:S:1:pos:R:3:forces:R:3
H 0.9493 3.3257 0.1175 0.132 0.159 -0.547
N 0.6456 1.7886 -1.3193 0.007 -0.178 -0.006
B 0.2465 0.3771 -3.4168 -0.666 0.039 0.337
N 0.5850 1.7381 -2.7049 0.460 -0.174 0.774
C 0.8342 2.9602 -3.1821 0.105 -0.564 0.677
Zr 0.5526 0.1149 -0.0215 -0.114 0.543 -1.596
H 0.8979 3.1149 -4.2499 -0.101 0.132 0.097
C 1.0372 3.8258 -2.1022 0.112 0.656 0.518
H 1.2887 4.8755 -2.1308 -0.131 -0.084 -0.162
C 0.8981 3.0788 -0.9465 0.079 -0.362 -0.859
H 0.2504 0.5035 -4.6019 0.058 -0.052 0.129
C -0.9810 -1.5579 1.4323 0.165 0.008 -0.165
H -0.9639 -1.8096 2.4900 0.421 0.026 -0.011
H -0.0668 -1.9271 0.9081 -0.444 -0.370 0.400
H -1.8766 -1.9836 0.9930 0.157 -0.074 -0.270
N -1.1703 -0.0060 -2.8716 0.281 0.040 0.584
N 1.2396 -0.7517 -2.9507 0.302 0.297 0.925
N -1.3695 -0.1660 -1.5119 0.506 -0.165 0.516
N 1.3924 -1.0090 -1.5907 -0.076 -0.071 -0.284
C -2.3245 -0.2002 -3.5308 -0.009 -0.208 0.642
C 2.0276 -1.5877 -3.6313 -0.193 0.091 0.884
H -2.3526 -0.1241 -4.6204 -0.090 -0.029 0.531
H 2.0667 -1.5171 -4.7110 0.064 -0.140 0.135
C -3.3061 -0.5157 -2.5868 -0.040 -0.083 0.247
C 2.6821 -2.4392 -2.7210 -0.394 0.218 0.812
C -2.6728 -0.4912 -1.3401 0.394 0.172 -0.847
C 2.2437 -2.0664 -1.4511 0.038 0.496 -1.475
H -4.3441 -0.7594 -2.7529 0.113 0.089 -0.135
H 3.3762 -3.2238 -2.9196 0.205 -0.276 -0.273
H -3.0709 -0.7011 -0.3449 0.058 0.202 -0.553
H 2.4449 -2.4396 -0.4569 0.315 -0.185 -0.148
H -1.0785 -0.4618 1.3901 -0.381 0.240 0.299
O 1.9468 0.8795 3.7072 -2.185 -1.256 -3.276
N 1.2066 0.5005 2.8410 1.664 1.225 4.119
O 1.7730 0.4865 1.5628 -0.810 -0.362 -2.018
```
Forces are in eV/Å.

The calculation puts the energy above the lowest of the compared OMol25 structures with the same formula, charge and spin at 0.4872 eV. As for the HOMO-LUMO gap: 7.181 eV. The spin multiplicity is 1. The value obtained for the LUMO energy is -8.8 eV. As for the total charge: +2.

How is the electron density shared among the atoms? According to natural (NBO), the charges in e are: 0.26 -0.54 0.54 -0.29 0.11 2.48 0.27 -0.29 0.28 0.03 0.02 -0.80 0.31 0.18 0.29 -0.33 -0.29 -0.48 -0.54 0.06 0.12 0.26 0.27 -0.31 -0.28 0.01 0.03 0.27 0.28 0.23 0.25 0.16 -0.15 0.33 -0.74